#w
C5H27NO9 | the ωB97M-V functional and the def2-TZVPD basis

Results
- SMILES: C[C@@H](CCO)NCO.O.O.O.O.O.O.O
- HOMO energy: -8.4 eV
- 2S+1: 1
- Orbital gap: 8.58 eV

Atoms and positions in Å:
C1 0.868 -0.940 1.836
C2 1.258 -0.215 0.531
C3 2.401 -0.921 -0.272
C4 2.876 -0.013 -1.408
O1 1.841 0.649 -2.124
N1 0.045 -0.192 -0.347
C5 -0.867 0.887 -0.200
O2 -2.018 0.787 0.665
H1 0.413 -1.869 1.545
H2 1.841 -0.991 2.353
H3 0.234 -0.166 2.271
H4 1.465 0.841 0.691
H5 1.916 -1.853 -0.651
H6 3.200 -1.172 0.413
H7 3.493 0.781 -0.991
H8 3.327 -0.722 -2.104
H9 1.398 -0.077 -2.568
H10 -0.403 -1.105 -0.413
H11 -1.450 1.058 -1.116
H12 -0.312 1.784 0.046
H13 -1.754 0.492 1.548
H14 0.350 2.072 -2.956
H15 -0.852 2.165 -2.057
O3 -0.248 2.716 -2.567
H16 -1.379 -0.576 -3.421
H17 -0.788 -0.277 -4.737
O4 -0.650 -0.085 -3.802
H18 -4.702 -1.731 0.818
H19 -4.850 -0.396 1.439
O5 -4.485 -1.271 1.632
H20 2.806 3.504 1.062
H21 1.583 4.320 0.731
O6 1.863 3.573 1.253
H22 -2.603 -1.115 -0.035
H23 -1.933 -1.752 -1.299
O7 -2.405 -1.956 -0.476
H24 -0.862 -3.492 1.551
H25 -1.258 -4.727 0.559
O8 -0.584 -4.277 1.091
H26 0.278 1.630 4.457
H27 0.802 2.664 3.480
O9 0.143 1.970 3.572



#x
C5H27NO9 | the ωB97M-V functional and the def2-TZVPD basis

Results
- SMILES: CNCCCC=O.O.O.O.O.O.O.O.O
- HOMO energy: -8.5 eV
- 2S+1: 1
- Orbital gap: 8.44 eV

Atoms and positions in Å:
O1 0.516 3.181 0.916
C1 0.526 2.931 2.100
C2 -0.499 2.015 2.723
C3 -0.427 0.603 2.112
C4 0.689 -0.345 2.620
C5 1.792 -2.285 1.502
N1 1.371 -0.877 1.445
H1 1.409 3.264 2.673
H2 -0.259 2.023 3.795
H3 -1.527 2.373 2.696
H4 -0.165 0.866 1.085
H5 -1.403 0.129 2.144
H6 1.327 0.297 3.232
H7 0.241 -1.194 3.145
H8 1.977 -2.768 0.547
H9 2.684 -2.343 2.116
H10 0.904 -2.755 1.949
H11 0.732 -0.722 0.667
H12 2.326 1.671 -0.060
H13 2.332 0.506 -0.983
O2 2.636 1.422 -0.939
H14 1.333 0.640 -2.540
H15 0.750 -0.021 -3.741
O3 1.171 -0.247 -2.902
H16 -2.028 2.317 -3.453
H17 -0.537 2.808 -3.569
O4 -1.107 2.055 -3.395
H18 -3.916 1.198 1.468
H19 -3.668 -0.235 0.975
O5 -3.805 0.291 1.768
H20 -0.485 -2.379 -0.968
H21 0.480 -1.433 -1.668
O6 -0.006 -1.553 -0.833
H22 3.205 -1.670 -0.860
H23 2.605 -1.791 -2.197
O7 2.869 -2.357 -1.455
H24 -1.699 -0.084 -0.755
H25 -2.412 0.478 -1.935
O8 -2.590 -0.019 -1.127
H26 -1.835 -2.943 -1.405
H27 -2.378 -3.485 -2.671
O9 -2.485 -3.586 -1.716



Order from most stable to least stable according to the calculation: #x, #w